DFT (ωB97M-V/def2-TZVPD) results for a structure of composition C33H57CaN4OP2 at a distorted geometry.

XYZ file:
```
98
Properties=species:S:1:pos:R:3:forces:R:3:lowdin_charge:R:1
C 1.97402 -1.36506 -0.80599 0.3 -0.1 -0.7 -0.373
C 1.26437 0.67462 -1.72230 -1.9 1.6 0.6 -0.390
C 2.93925 -1.47778 -1.81255 -0.4 -1.4 1.4 -0.081
C 2.03728 0.43705 -2.89362 0.4 0.2 0.0 -0.067
C 2.93338 -0.60049 -2.89225 0.1 0.8 -0.5 -0.079
H 3.59357 -2.35180 -1.75943 -0.1 0.4 -0.3 0.107
H 1.98848 1.24140 -3.63682 0.3 -0.6 0.1 0.116
H 3.68768 -0.70768 -3.67522 -0.4 0.0 0.1 0.114
N 1.14180 -0.30753 -0.74275 0.2 -0.1 0.2 -0.028
P 0.15913 -2.88560 0.89101 -0.4 0.2 -0.4 1.054
P -0.05485 2.62799 -0.04820 0.4 -0.1 -0.5 1.033
C 1.83176 -2.52187 0.19952 0.5 0.0 -0.3 -0.295
H 2.15114 -3.43910 -0.31553 0.2 0.2 0.2 0.078
H 2.53053 -2.36714 1.04060 -0.3 -0.1 -0.2 0.079
C -2.70878 -0.45679 3.13126 -3.4 0.1 3.0 0.057
O -3.55462 -0.44034 3.92600 3.5 -0.1 -3.2 0.068
C 0.62985 1.96460 -1.57740 -1.7 -2.4 -1.2 -0.367
H 0.32075 2.43257 -2.53522 0.7 -0.1 0.7 0.047
C -1.87139 3.56926 -0.22722 1.4 -0.1 -0.2 -0.641
C 1.48000 3.83075 0.00904 -1.3 -0.1 0.6 -0.687
C -0.69875 -4.00260 -0.46227 0.2 0.1 0.6 -0.664
C 0.55354 -3.79936 2.50912 -0.2 -0.3 -0.6 -0.706
C -2.98634 2.73453 0.42698 0.2 -0.2 0.1 -0.129
H -2.84127 2.60422 1.51090 0.1 0.1 -0.2 0.070
H -3.95287 3.25642 0.29962 0.3 -0.2 0.0 0.096
H -3.08930 1.74613 -0.03880 0.0 0.2 0.1 0.027
C -1.82512 4.91647 0.50753 -0.1 0.1 0.0 -0.112
H -1.58655 4.78548 1.57334 0.0 0.0 -0.3 0.080
H -1.12576 5.63699 0.06568 -0.1 -0.3 0.1 0.066
H -2.82054 5.38872 0.46976 0.2 -0.2 -0.1 0.089
C -2.18171 3.72587 -1.71417 -0.3 0.3 -0.1 -0.109
H -3.05717 4.38493 -1.85720 0.2 -0.1 0.1 0.096
H -1.34129 4.15340 -2.27974 -0.2 -0.1 0.1 0.078
H -2.45465 2.75972 -2.15980 0.2 0.3 0.3 0.040
C 1.41423 4.57316 1.33293 0.5 0.5 0.1 -0.116
H 1.32744 3.86454 2.17073 0.0 0.2 -0.1 0.067
H 2.34173 5.14685 1.45176 -0.1 0.0 0.2 0.082
H 0.58529 5.28637 1.37872 0.2 -0.2 0.0 0.055
C 2.76378 2.96981 -0.03641 -0.1 -0.1 -0.1 -0.087
H 2.68917 2.09738 0.63701 0.0 0.3 -0.3 0.051
H 2.97200 2.60239 -1.05368 -0.1 0.1 0.5 0.078
H 3.63200 3.56507 0.29367 -0.3 0.0 -0.1 0.089
C 1.39714 4.72731 -1.22155 0.4 0.3 -0.1 -0.099
H 1.37626 4.10518 -2.13027 0.1 0.4 0.4 0.063
H 0.51623 5.39127 -1.23286 0.4 -0.2 0.1 0.069
H 2.30294 5.35020 -1.26504 -0.2 0.0 -0.1 0.092
C -0.78242 -4.26223 3.12168 0.1 0.0 0.1 -0.097
H -0.58403 -4.73909 4.09387 -0.1 0.1 -0.2 0.095
H -1.45407 -3.40870 3.29704 0.1 -0.2 0.0 0.065
H -1.31078 -4.99479 2.49456 0.2 0.2 0.2 0.068
C 1.22345 -2.81137 3.48008 0.0 0.0 0.0 -0.107
H 2.17401 -2.42186 3.09241 -0.2 -0.1 0.1 0.066
H 0.56793 -1.96371 3.71751 0.1 -0.1 -0.1 0.063
H 1.44823 -3.34319 4.41785 -0.1 0.1 -0.2 0.095
C 1.48959 -4.99778 2.28769 0.1 -0.2 0.3 -0.087
H 2.39551 -4.72252 1.72983 -0.2 -0.1 0.1 0.080
H 1.81131 -5.36310 3.27588 0.0 0.0 -0.3 0.092
H 0.99668 -5.83812 1.78157 0.2 0.4 0.1 0.064
C -0.22979 -3.57359 -1.86018 0.1 0.2 0.0 -0.097
H 0.81789 -3.84344 -2.04993 -0.2 0.1 0.1 0.085
H -0.83435 -4.08514 -2.62607 0.1 0.1 0.3 0.096
H -0.34775 -2.49462 -2.02394 0.1 -0.1 0.1 0.056
C -2.21069 -3.72194 -0.32506 0.1 -0.1 0.0 -0.114
H -2.45927 -2.68815 -0.61483 0.1 -0.4 0.1 0.038
H -2.77001 -4.40978 -0.98045 0.1 0.2 0.2 0.093
H -2.55397 -3.88686 0.70676 0.0 0.0 -0.3 0.069
C -0.43365 -5.50667 -0.32083 -0.2 -0.2 -0.2 -0.097
H 0.63286 -5.75611 -0.41003 -0.3 0.1 0.1 0.085
H -0.83540 -5.93415 0.60704 0.2 0.2 -0.2 0.069
H -0.95219 -6.01839 -1.15022 0.2 0.1 0.2 0.094
Ca -0.77685 -0.09817 0.76938 1.2 0.6 0.6 0.988
N -2.17674 -0.23237 -1.08497 -3.1 0.1 -4.1 0.081
C -2.67785 -0.13538 -2.16030 4.5 0.5 3.1 -0.070
C -2.61660 0.05596 -3.65144 -1.2 0.2 -0.3 -0.538
C -1.73521 1.21120 -4.19835 0.3 0.3 0.2 -0.033
C -1.95192 -1.23153 -4.15879 0.2 -0.6 0.0 -0.042
C -4.10372 0.31609 -4.01355 -0.6 0.1 -0.1 -0.040
H -1.99012 2.21066 -3.83446 -0.1 -0.4 0.0 0.062
H -0.66630 1.03937 -4.01213 -0.4 0.0 0.2 0.068
H -1.85439 1.25091 -5.29768 -0.2 -0.3 0.5 0.108
H -2.31211 -2.14128 -3.65473 -0.1 0.3 -0.3 0.085
H -2.02660 -1.34959 -5.24765 -0.2 0.2 0.3 0.106
H -0.88301 -1.14422 -3.91661 -0.2 -0.1 -0.1 0.082
H -4.21504 0.90227 -4.95100 0.1 -0.7 0.5 0.097
H -4.66362 -0.63734 -4.05633 0.2 0.5 -0.2 0.095
H -4.58299 0.92156 -3.20335 0.4 -0.3 -0.7 0.093
C 3.90223 1.25872 4.26248 0.5 0.0 0.0 -0.005
N 2.49470 1.15009 3.89861 -0.6 0.2 0.1 -0.116
C 1.40911 1.51701 4.68593 0.2 -0.3 -0.7 -0.046
C 0.28753 1.23273 3.95519 0.7 -0.2 -0.3 -0.151
N 0.66206 0.69195 2.73206 0.9 -0.2 0.2 -0.062
C 2.00769 0.67412 2.73012 -1.2 0.0 0.6 -0.181
H 3.98842 1.71256 5.25516 -0.1 -0.1 -0.3 0.097
H 4.39033 0.27543 4.29303 -0.3 0.2 0.0 0.097
H 4.45706 1.87757 3.54434 -0.3 -0.1 0.2 0.099
H 1.53331 1.93583 5.66285 0.1 0.1 0.2 0.118
H -0.74970 1.38441 4.23612 0.3 0.0 -0.1 0.090
H 2.66747 0.30927 1.94496 -0.4 0.1 0.1 0.132
```
Forces are in eV/Å.

energy above the lowest of the compared OMol25 structures with the same formula, charge and spin	163.7	kJ/mol
frontier orbital gap	5.748	eV
DFT total energy	-80166.027	eV
total charge	+1

DFT (ωB97M-V/def2-TZVPD) results for a structure of composition C33H57CeIN2O2Si at a distorted geometry.

XYZ file:
```
97
Properties=species:S:1:pos:R:3:forces:R:3:mulliken_spin:R:1
O 1.19432 -2.02990 -1.48534 0.6 -1.6 1.6 -0.003
O 1.04440 -1.11972 -3.64027 0.3 0.8 -1.7 0.000
C 2.61243 -2.40519 -1.20253 -0.2 0.2 -0.5 0.000
C 2.88133 -3.04834 0.13730 0.0 0.0 0.3 0.000
H 3.16876 -1.47796 -1.29277 -0.1 0.2 0.0 -0.001
H 2.92016 -3.06131 -2.01625 0.1 -0.1 0.0 0.000
H 2.44173 -2.44121 0.94901 0.3 -0.3 -0.2 0.000
H 3.97518 -3.08187 0.27380 -0.4 0.0 0.0 0.000
H 2.49518 -4.08203 0.20737 0.3 0.5 0.0 0.000
C 0.28519 -3.04876 -0.89889 0.1 0.5 0.1 0.000
C 0.24376 -4.22677 -1.81737 0.2 -0.6 -0.4 0.000
H -0.67892 -2.55588 -0.73976 0.2 0.0 -0.1 0.000
H 0.68743 -3.36520 0.07714 -0.5 0.5 -0.4 0.000
H 0.08878 -3.91576 -2.85641 0.0 -0.1 0.1 0.000
H -0.53236 -4.95013 -1.56932 -0.1 0.1 0.1 0.000
H 1.19918 -4.76645 -1.75385 -0.2 0.1 -0.2 0.000
C -0.22228 -0.34382 -3.70040 0.5 0.0 0.3 0.000
C 1.98275 -1.03305 -4.83687 -0.6 -0.2 1.2 0.000
C -1.40500 -1.18605 -3.28793 -0.5 -0.1 0.0 0.000
H -0.28008 0.02940 -4.72117 0.0 -0.2 0.0 0.000
H -0.11455 0.52738 -3.03852 0.1 -0.4 -0.2 0.000
H -1.35680 -2.25682 -3.57771 0.2 0.7 0.1 0.000
H -2.28221 -0.75980 -3.79417 0.1 -0.2 0.2 0.000
H -1.56983 -1.08325 -2.20722 0.0 -0.2 -0.3 0.000
C 1.69127 -2.22310 -5.70768 -0.2 -0.2 -0.3 0.000
H 2.98074 -0.98207 -4.40568 0.0 -0.1 0.0 0.000
H 1.74943 -0.06861 -5.29163 0.1 -0.2 0.0 0.000
H 1.57117 -3.14799 -5.11702 0.0 0.5 -0.2 0.000
H 2.47700 -2.42304 -6.43826 0.1 0.2 0.1 0.000
H 0.77508 -1.99994 -6.26870 0.1 -0.4 0.1 0.000
H 1.16650 -1.81272 -2.81944 -0.4 0.8 0.6 0.000
N -0.68622 -0.23719 3.20617 -1.4 -0.5 0.4 0.003
C -1.56399 0.23863 4.13253 0.7 -1.1 -0.9 0.007
C -2.36893 1.36353 3.89033 0.3 -0.2 0.8 -0.003
C -2.55444 2.08030 2.69326 1.0 0.3 -1.4 0.002
C -1.66243 -0.54883 5.42953 -0.3 0.2 0.3 -0.002
H -0.67212 -0.89592 5.76498 -0.3 0.1 -0.3 0.000
H -2.30631 -1.44234 5.33746 0.3 0.4 -0.1 0.000
H -2.07969 0.06549 6.23622 0.0 -0.1 -0.2 0.000
C -3.79385 2.91863 2.57344 -0.3 -0.1 0.7 0.000
H -4.44463 2.52267 1.78805 0.1 0.2 0.0 0.000
H -3.55941 3.97200 2.38323 -0.1 -0.3 -0.2 0.000
H -4.32989 2.85448 3.52869 0.0 0.1 -0.4 0.000
N -1.66909 2.06393 1.68050 -1.6 0.1 0.5 -0.018
C -0.32112 -1.60663 3.13946 -0.1 0.2 0.8 -0.010
C 0.98228 -1.96440 3.51814 -0.2 -0.3 -0.4 -0.010
C 1.96996 -0.91350 3.94353 0.3 0.1 0.2 0.022
C 1.34201 -3.30850 3.44139 0.2 -0.1 -0.1 0.000
H 2.36339 -3.59344 3.71296 -0.4 0.0 0.0 0.000
C 0.43820 -4.26792 2.99143 0.1 -0.1 -0.1 0.000
H 0.74656 -5.31614 2.93532 -0.1 0.4 0.0 0.000
C -0.84859 -3.89077 2.59916 0.2 -0.1 -0.1 0.000
H -1.53557 -4.64490 2.19940 0.2 0.3 0.3 0.000
C -1.25313 -2.55939 2.68270 0.4 -0.1 -0.1 0.002
C -2.62021 -2.11089 2.26808 -0.5 0.1 -0.3 0.002
C -1.96109 2.63117 0.40163 -0.7 0.5 -0.4 -0.004
C -1.45637 3.90577 0.06956 0.2 -0.5 0.0 0.002
C -0.84127 4.74407 1.14495 0.4 0.3 0.2 0.004
C -1.47113 4.33280 -1.25856 -0.1 0.0 0.0 0.001
H -0.93349 5.25260 -1.52276 -0.4 -0.3 0.1 0.000
C -2.10608 3.56494 -2.23261 0.1 -0.1 -0.1 0.001
H -2.07395 3.86942 -3.28065 -0.1 0.0 0.3 0.000
C -2.75192 2.38400 -1.86940 0.1 0.2 -0.1 -0.001
H -3.27629 1.79501 -2.62436 0.0 0.2 0.2 0.000
C -2.70880 1.91561 -0.55632 0.6 0.4 0.2 0.000
C -3.39137 0.64121 -0.19478 -0.3 -0.4 -0.2 0.002
Ce 0.54100 1.42292 2.18684 -0.4 0.9 2.7 0.998
H 2.41918 -0.37089 3.08115 -0.1 -0.3 0.4 -0.002
H 2.81542 -1.36954 4.47656 -0.2 0.1 -0.2 0.000
H 1.53585 -0.16697 4.62829 0.1 -0.2 -0.3 0.000
H -2.56509 -1.21118 1.64187 0.0 -0.1 0.3 0.000
H -3.25282 -1.86065 3.13027 0.1 0.0 -0.1 0.000
H -3.15936 -2.87197 1.68699 0.2 0.0 0.2 0.000
H -0.56413 5.73047 0.75176 0.0 -0.2 0.1 0.000
H 0.08523 4.27941 1.53052 -0.3 0.3 0.1 -0.001
H -1.52926 4.90709 1.99029 0.3 -0.1 -0.2 0.000
H -3.89011 0.67809 0.78070 0.2 -0.1 -0.2 0.000
H -2.67917 -0.19341 -0.19746 -0.1 0.1 0.2 -0.001
H -4.15819 0.41581 -0.94630 0.1 0.0 0.2 0.000
H -3.02119 1.66887 4.70663 0.2 -0.2 -0.1 0.000
C 1.28319 1.49706 0.14127 1.0 -1.4 -3.9 0.021
Si 2.32015 2.39416 -1.14609 -1.2 -0.7 0.8 0.003
H 0.30967 1.36834 -0.39200 0.0 -0.1 0.3 -0.012
H 1.68668 0.43944 0.19495 -0.2 0.3 -0.1 0.005
C 3.78737 1.35637 -1.64086 0.4 0.2 -0.1 -0.001
C 2.61790 3.96586 -0.22316 0.7 0.3 -0.5 -0.001
C 1.36943 2.69383 -2.74718 0.0 0.2 -0.4 0.000
H 1.78237 3.61600 -3.18236 -0.1 -0.2 -0.1 0.000
H 0.28468 2.84925 -2.63284 0.4 -0.1 0.1 0.000
H 1.52647 1.88675 -3.48670 0.0 0.3 0.3 0.000
H 4.41791 1.12560 -0.77435 0.0 0.0 -0.2 0.000
H 4.35448 1.97477 -2.34930 0.2 -0.3 0.1 0.000
H 3.51819 0.41283 -2.14970 -0.1 0.5 0.2 0.000
H 2.88137 3.74327 0.82189 0.0 0.2 -0.4 0.000
H 1.68239 4.54361 -0.24438 0.3 0.0 0.0 0.000
H 3.41670 4.52556 -0.71942 -0.1 0.4 0.3 0.000
I 2.39294 3.07368 3.77000 0.4 0.4 0.5 -0.008
```
Forces are in eV/Å.

spin multiplicity	2
frontier orbital gap (spin up / spin down)	7.653 / 8.224	eV
DFT total energy	-71123.056	eV
total charge	+1
<S²>	0.7510